1.
The following is a DFT calculation (ωB97M-V/def2-TZVPD) of 3 unconnected molecules or ions with the total composition C21H58N6O3P2Si.

Geometry as XYZ:
```
91
Properties=species:S:1:pos:R:3:forces:R:3:lowdin_charge:R:1
C 4.479659 2.603932 2.796700 0.4 0.4 0.2 -0.13
N 3.279609 2.488410 3.589635 -0.4 0.9 -0.7 -0.36
C 2.099095 2.872882 2.824472 -0.4 -0.3 0.4 -0.13
P 2.981305 1.679654 5.067229 5.9 -1.0 -3.5 0.75
O 2.357613 0.424559 4.435357 -2.8 1.7 2.3 -0.32
N 4.322782 0.833347 5.744200 -0.2 -1.0 0.9 -0.34
C 5.706867 0.978749 5.354396 0.1 0.6 0.3 -0.14
C 4.080918 -0.562463 6.112100 -0.3 -0.1 -0.1 -0.15
N 3.503007 3.101548 5.953109 -1.4 -1.0 0.9 -0.30
C 3.830733 4.416630 5.442751 -0.7 0.5 -0.3 -0.11
C 3.801649 2.975728 7.377617 -0.3 -0.1 0.3 -0.13
H 4.607716 3.646092 2.470468 -0.1 -0.1 -0.2 0.08
H 4.451467 1.970048 1.904270 0.0 -0.1 0.0 0.09
H 5.395991 2.383504 3.329610 -0.1 -0.2 0.2 0.05
H 1.531579 3.642442 3.363712 -0.1 0.0 -0.1 0.07
H 1.435010 2.020966 2.648925 0.0 0.0 0.0 0.07
H 2.355602 3.290168 1.849351 0.2 0.0 0.1 0.08
H 5.908319 0.505098 4.384285 0.0 0.1 0.0 0.09
H 6.365461 0.502398 6.086144 -0.2 -0.1 0.1 0.08
H 6.018185 2.023621 5.335316 -0.1 0.1 -0.2 0.07
H 4.148789 -1.229786 5.243831 -0.1 -0.1 0.1 0.08
H 3.096310 -0.679955 6.564599 0.0 0.0 -0.2 0.07
H 4.805794 -0.897115 6.860886 0.1 0.2 -0.1 0.08
H 4.866760 4.453426 5.091798 0.0 -0.1 -0.1 0.09
H 3.722187 5.182998 6.216386 0.0 -0.2 0.2 0.08
H 3.166615 4.737291 4.641849 0.2 -0.2 -0.1 0.07
H 4.880209 2.879194 7.545316 -0.1 0.0 -0.1 0.09
H 3.308515 2.105798 7.809541 0.2 0.0 -0.1 0.08
H 3.444909 3.840961 7.943881 0.0 0.1 -0.1 0.08
C -6.176247 3.132067 -4.096048 -0.3 -0.3 0.3 -0.13
N -5.702051 2.416607 -5.255592 -1.0 0.5 -0.5 -0.36
C -6.121689 3.069514 -6.490324 0.4 -0.3 -0.3 -0.14
P -4.498758 1.211586 -5.419647 -0.7 3.5 5.9 0.75
O -3.387276 2.162890 -5.892252 -0.7 -2.7 -2.9 -0.31
N -3.674575 0.753128 -3.975566 1.2 -0.6 0.0 -0.33
C -4.085053 1.062255 -2.625330 -0.5 -0.4 0.0 -0.14
C -2.212166 0.769867 -4.038407 0.1 0.2 -0.3 -0.14
N -5.689127 -0.028027 -5.065414 1.4 -0.5 -1.3 -0.30
C -7.122477 0.110355 -4.912800 -0.5 0.2 -0.8 -0.12
C -5.228888 -1.373611 -4.730356 0.2 -0.3 -0.3 -0.13
H -7.275214 3.167585 -4.107993 0.0 0.2 -0.1 0.08
H -5.803910 4.161108 -4.060904 0.1 0.0 0.0 0.09
H -5.941249 2.663201 -3.148806 0.3 -0.2 0.0 0.05
H -6.641423 2.353549 -7.140236 0.0 0.1 -0.1 0.07
H -5.269504 3.474892 -7.043885 0.0 0.0 0.0 0.07
H -6.812112 3.894724 -6.308284 0.0 -0.1 0.2 0.08
H -3.911188 2.118289 -2.378925 -0.1 0.0 0.0 0.09
H -3.516517 0.467525 -1.904080 0.1 0.0 -0.1 0.07
H -5.127887 0.799517 -2.444400 -0.1 0.2 -0.1 0.07
H -1.810419 1.781192 -3.899296 0.1 0.0 -0.1 0.08
H -1.859965 0.384579 -4.995117 0.0 0.2 0.0 0.07
H -1.783514 0.120106 -3.268249 -0.3 0.0 0.1 0.07
H -7.379817 0.420773 -3.895238 0.1 0.1 0.0 0.09
H -7.637009 -0.836465 -5.103700 0.3 -0.1 0.0 0.08
H -7.558268 0.809461 -5.624651 0.1 0.2 0.2 0.07
H -5.226693 -1.528812 -3.645482 0.0 0.1 -0.1 0.08
H -4.221196 -1.551284 -5.103859 0.0 0.1 0.2 0.08
H -5.861820 -2.142313 -5.183115 -0.1 0.1 0.0 0.08
C -1.873163 -2.010825 -0.315391 0.3 1.0 0.1 -0.13
O -1.143753 -3.229196 -0.410621 -0.5 0.1 0.5 -0.24
C -1.048187 -3.906970 0.845285 0.5 -0.1 0.2 -0.22
C -0.295348 -3.117737 1.982789 0.1 -0.5 0.9 -0.18
C 1.206443 -3.558519 2.224387 0.0 0.4 0.0 -0.20
C 2.240268 -2.540039 1.578058 -1.4 0.0 -0.2 -0.18
C 1.799663 -2.338671 0.077706 1.3 -0.8 0.2 -0.23
C 2.929176 -1.809419 -0.877682 -1.9 0.8 -0.5 -0.19
C 2.337976 -1.824531 -2.362110 1.3 0.4 0.2 -0.27
C 2.852873 -3.045320 -3.226241 -0.7 0.4 0.6 -0.38
Si 1.798540 -4.625399 -3.086256 0.2 0.2 -0.5 0.62
H -2.341471 -1.852224 0.693515 0.2 -0.4 -0.9 0.10
H -1.156253 -1.149261 -0.442430 -0.7 -0.6 0.0 0.08
H -2.645110 -1.922403 -1.119956 0.6 -0.3 0.6 0.08
H -2.079101 -4.209342 1.158082 0.7 0.3 0.0 0.12
H -0.458460 -4.843526 0.656035 -0.6 0.8 0.0 0.12
H -0.308120 -2.007988 1.872350 -0.3 -0.8 -0.1 0.11
H -0.847335 -3.341321 2.938915 0.4 0.3 -0.9 0.11
H 1.363238 -3.651570 3.333143 0.0 0.1 -1.0 0.10
H 1.331216 -4.581694 1.781619 0.1 0.8 0.3 0.10
H 2.119064 -1.545364 2.085899 0.4 -0.9 -0.2 0.11
H 3.292111 -2.903864 1.689330 -0.8 0.3 -0.2 0.11
H 0.922927 -1.651551 0.029810 0.7 -0.5 0.0 0.09
H 1.461717 -3.341273 -0.298718 0.2 0.9 0.2 0.08
H 3.060285 -0.717699 -0.636558 0.4 -1.1 0.0 0.11
H 3.893092 -2.362918 -0.797276 -0.7 0.4 0.0 0.11
H 1.227395 -1.735888 -2.298304 0.7 -0.2 -0.2 0.09
H 2.708576 -0.894122 -2.876420 -0.4 -0.8 0.4 0.10
H 3.881485 -3.298989 -2.866383 -0.6 0.3 -0.7 0.06
H 2.831565 -2.720995 -4.297802 0.4 -0.5 0.8 0.07
H 0.393260 -4.439456 -3.503296 0.0 0.2 0.0 -0.08
H 1.765634 -5.221814 -1.745203 0.1 0.0 0.3 -0.09
H 2.363154 -5.634489 -4.016056 0.1 0.0 0.1 -0.09
```
Forces are in eV/Å.

Computed properties:
- 2S+1: 1
- Calculated total energy: -64249.7692 eV
- E_HOMO: -7.9 eV
- SMILES: CN(C)P(=O)(N(C)C)N(C)C.CN(C)P(=O)(N(C)C)N(C)C.COCCCCCCCC[SiH3]
- F_max: 6.9 eV/A
- HOMO-LUMO gap: 7.6 eV

***

2.
The following is a DFT calculation (ωB97M-V/def2-TZVPD) of 2 unconnected molecules or ions with the total composition C2H6ClNO.

Geometry as XYZ:
```
11
Properties=species:S:1:pos:R:3:forces:R:3:lowdin_charge:R:1
C 1.508818 0.745798 0.569028 1.0 1.5 -0.1 -0.14
C -1.299848 -1.140243 -0.605415 1.3 -4.2 0.7 -0.06
N 0.290722 -0.019770 0.519611 -1.8 1.1 -0.3 -0.08
O 0.046751 -0.646179 -0.588606 1.8 0.9 1.4 -0.16
Cl -1.416062 1.943385 0.104295 0.8 -0.7 0.3 -0.09
H 1.371130 1.734681 1.152600 -0.3 -2.2 0.0 0.10
H 2.179290 -0.025309 1.111616 -0.4 1.6 -0.9 0.13
H 1.877206 1.270887 -0.377331 -0.3 -1.8 0.6 0.11
H -1.200984 -1.722114 -1.537488 -1.0 0.3 0.3 0.10
H -1.800381 -0.230636 -0.634447 -2.0 1.3 0.0 -0.05
H -1.556640 -1.910500 0.286136 0.7 2.2 -1.9 0.15
```
Forces are in eV/Å.

Computed properties:
- 2S+1: 1
- Calculated total energy: -18226.4858 eV
- E_HOMO (alpha / beta): -9.6 / -9.2 eV
- F_max: 4.5 eV/A
- HOMO-LUMO gap (alpha / beta): 8.2 / 7.0 eV